17
Properties=species:S:1:pos:R:3 method="wB97M-V/def2-TZVPD" total_charge=+1 homo_lumo_gap_ev=11.30 relative_energy_kcal_mol=62.7 homo_ha=-0.56626 energy_ev=-7298.230
C -0.283 0.738 1.092
C -0.995 0.910 -0.262
C -0.587 -0.198 -1.313
C 0.558 -2.003 -0.396
N 0.626 -0.876 -0.954
N 1.215 0.721 0.899
H -0.700 -0.220 1.474
H -0.581 1.640 1.765
H -2.093 0.662 -0.118
H -0.951 1.933 -0.595
H -1.413 -0.835 -1.562
H -0.439 0.366 -2.220
H -0.324 -2.547 -0.040
H 1.521 -2.417 -0.115
H 1.654 0.617 1.870
H 1.434 -0.202 -0.154
H 1.357 1.710 0.628



17
Properties=species:S:1:pos:R:3 method="wB97M-V/def2-TZVPD" spin_multiplicity=3 total_charge=+1 s2=2.006 homo_lumo_gap_ev="4.75 / 7.91" relative_energy_kcal_mol=97.3 homo_ha="-0.28888 / -0.58936" energy_ev=-7291.953
C -0.663 -1.180 -0.630
C -1.028 -0.581 0.718
C 0.380 -0.068 -0.969
C 1.071 0.379 1.652
N 0.033 0.866 -1.935
N 0.030 0.432 0.584
H -0.395 -2.221 -0.923
H -1.500 -0.973 -1.293
H -1.959 -0.151 0.540
H -0.878 -1.118 1.640
H 1.410 -0.397 -1.049
H 1.300 -0.712 1.907
H 1.784 0.992 1.252
H 0.771 0.942 2.619
H -0.887 1.146 -2.158
H 0.782 1.227 -2.471
H -0.250 1.418 0.515



18
Properties=species:S:1:pos:R:3 method="wB97M-V/def2-TZVPD" total_charge=-1 homo_lumo_gap_ev=6.19 relative_energy_kcal_mol=97.8 homo_ha=-0.07954 energy_ev=-9350.248 smiles=NC[C@H](N)CC[O-]
N -1.126 -1.527 -0.977
C -1.559 -0.282 -0.218
C -0.470 0.228 0.778
N -1.143 1.450 1.194
C 1.125 0.602 0.205
C 1.734 -0.694 -0.413
O 1.659 -2.106 0.096
H -1.157 -1.291 -2.039
H -0.225 -1.362 -0.571
H -1.810 0.428 -1.124
H -2.407 -0.454 0.403
H -0.277 -0.519 1.638
H -0.449 1.985 1.717
H -1.417 2.098 0.361
H 1.824 1.039 0.934
H 1.063 1.429 -0.468
H 2.784 -0.604 -0.020
H 1.851 -0.420 -1.496



Please write out number 1 again, unchanged.
17
Properties=species:S:1:pos:R:3 method="wB97M-V/def2-TZVPD" total_charge=+1 homo_lumo_gap_ev=11.30 relative_energy_kcal_mol=62.7 homo_ha=-0.56626 energy_ev=-7298.230
C -0.283 0.738 1.092
C -0.995 0.910 -0.262
C -0.587 -0.198 -1.313
C 0.558 -2.003 -0.396
N 0.626 -0.876 -0.954
N 1.215 0.721 0.899
H -0.700 -0.220 1.474
H -0.581 1.640 1.765
H -2.093 0.662 -0.118
H -0.951 1.933 -0.595
H -1.413 -0.835 -1.562
H -0.439 0.366 -2.220
H -0.324 -2.547 -0.040
H 1.521 -2.417 -0.115
H 1.654 0.617 1.870
H 1.434 -0.202 -0.154
H 1.357 1.710 0.628